Entry 1:
The following is a DFT calculation (ωB97M-V with the def2-TZVPD basis set) of 5 unconnected molecules or ions with the total composition C22H34F3O14 in a non-equilibrium geometry.

```
73
C22H34F3O14 ωB97M-V with the def2-TZVPD basis set
O 1.6910 -2.3364 -1.0749
C 1.3090 -3.5005 -1.7995
C 0.4376 -3.2240 -3.0027
C -0.8657 -2.4243 -2.6945
C -2.1703 -3.1238 -3.1234
C -2.8608 -3.6573 -1.8996
O -4.2925 -3.9888 -2.1233
C -5.1472 -3.0697 -1.7753
F -5.2527 -2.9256 -0.4198
F -4.9286 -1.8387 -2.2374
F -6.3786 -3.4335 -2.1950
H 1.1415 -1.6041 -1.3640
H 0.7783 -4.1951 -1.1459
H 2.2276 -3.9690 -2.1272
H 0.9976 -2.7512 -3.8055
H 0.1243 -4.1890 -3.3896
H -0.7625 -1.4453 -3.1484
H -0.8507 -2.2305 -1.6114
H -1.9267 -3.9662 -3.7739
H -2.7776 -2.9623 -1.0727
H -2.3975 -4.5957 -1.5753
C 4.9259 -5.0605 2.5037
C 4.8752 -5.5255 1.0705
C 4.4948 -4.4684 0.0623
O 3.9282 -5.2570 -0.9897
C 3.4163 -6.3795 -0.4286
O 2.7158 -7.1583 -0.9793
O 3.8274 -6.4870 0.8682
H 5.0522 -5.9086 3.1766
H 5.7572 -4.3710 2.6513
H 3.9983 -4.5592 2.7818
H 5.8203 -6.0050 0.7945
H 5.3426 -3.8943 -0.3042
H 3.7244 -3.7845 0.4276
C 3.5042 2.3430 -0.4667
C 2.8351 2.1856 -1.8082
C 1.5370 2.9371 -1.9688
O 0.8642 2.1555 -2.9658
C 1.3102 0.8761 -2.8449
O 0.8123 -0.0609 -3.3672
O 2.3936 0.8335 -2.0176
H 4.3413 1.6509 -0.3753
H 3.8753 3.3606 -0.3432
H 2.8073 2.1228 0.3424
H 3.5356 2.4350 -2.6124
H 1.6703 3.9607 -2.3105
H 0.9376 2.9314 -1.0660
C -4.3069 5.0307 -0.1358
C -2.8399 5.3574 -0.2456
C -2.1759 4.9241 -1.5293
O -0.8044 4.7609 -1.1167
C -0.8264 4.4470 0.2015
O 0.1124 4.0672 0.8266
O -2.0621 4.6209 0.7181
H -4.6672 5.2290 0.8733
H -4.8832 5.6329 -0.8375
H -4.4884 3.9759 -0.3445
H -2.6735 6.4220 -0.0564
H -2.2501 5.6616 -2.3240
H -2.5390 3.9603 -1.8913
C -0.0827 2.9360 5.1298
C -1.5880 2.9051 5.0692
C -2.1751 3.0086 3.6848
O -3.4688 3.5772 3.9562
C -3.3585 4.3075 5.0908
O -4.1851 5.0563 5.4972
O -2.1679 4.0666 5.6978
H 0.2562 3.0150 6.1627
H 0.3331 2.0282 4.6941
H 0.3110 3.7973 4.5890
H -1.9694 2.0229 5.5918
H -2.2728 2.0491 3.1833
H -1.6258 3.6988 3.0434
```

The value obtained for the relative energy (zero: lowest compared OMol25 entry of this formula, charge and spin) is 17.5 kJ/mol. As for the total energy: -2211.6782 Ha. Its spin multiplicity is 1. The value obtained for the LUMO energy is 0.069 Eh. As for the net charge: -1. The calculation puts the frontier orbital gap at 0.11138 Eh.

***

Entry 2:
The following is a DFT calculation (ωB97M-V with the def2-TZVPD basis set) of a molecular structure, C22H34F6IrNSbSi2 in a non-equilibrium geometry.

```
67
C22H34F6IrNSbSi2 ωB97M-V with the def2-TZVPD basis set
Ir -0.1144 0.1188 -0.3654
C 3.2543 -1.2600 0.9892
Si 1.9537 -0.5448 2.1543
C 2.9360 0.0946 3.6322
C 0.7633 -1.8559 2.7834
C 1.0180 0.8107 1.2367
C 1.8969 1.6328 0.3345
C 3.0135 2.4137 0.5618
C 3.6317 3.0118 -0.5298
C 3.1339 2.8212 -1.8103
C 2.0015 2.0410 -1.9758
N 1.4003 1.4868 -0.9305
Si -0.2882 1.8966 2.1376
C -1.7907 0.8552 2.5665
C -0.7334 3.3016 0.9752
C 0.4043 2.6472 3.7160
H 3.7340 -2.1310 1.4393
H 4.0326 -0.5165 0.8063
H 2.8571 -1.5521 0.0153
H 3.4371 -0.7418 4.1255
H 2.3188 0.5917 4.3781
H 3.7136 0.7958 3.3207
H 1.3166 -2.7343 3.1214
H 0.0530 -2.1672 2.0180
H 0.1862 -1.4838 3.6315
H 3.3945 2.5370 1.5658
H 4.5104 3.6263 -0.3830
H 3.6047 3.2775 -2.6683
H 1.5533 1.8650 -2.9450
H -2.0418 0.1319 1.7875
H -2.6688 1.4921 2.6897
H -1.6303 0.3052 3.4964
H -1.0856 2.9680 -0.0029
H 0.1284 3.9577 0.8269
H -1.5381 3.8969 1.4109
H 0.6200 1.8949 4.4731
H -0.3309 3.3355 4.1385
H 1.3174 3.2162 3.5297
C -0.7928 -4.2298 -0.4582
C -1.0840 -2.7560 -0.6438
C -2.4988 -2.3809 -0.2489
C 0.0006 -1.8153 -0.4845
C -0.6960 -2.1887 -2.1389
C 0.1792 -2.8822 -2.9871
C 0.2716 -2.5089 -4.3128
C -0.4912 -1.4511 -4.8000
C -1.3560 -0.7537 -3.9708
C -1.4679 -1.1236 -2.6393
H -0.8309 -4.4423 0.6129
H 0.1963 -4.5164 -0.8082
H -1.5409 -4.8490 -0.9509
H -2.7241 -2.8830 0.6949
H -3.2285 -2.7043 -0.9889
H -2.6228 -1.3106 -0.0900
H 0.9751 -2.3071 -0.4678
H 0.7914 -3.6877 -2.6098
H 0.9405 -3.0413 -4.9753
H -0.4105 -1.1735 -5.8430
H -1.9610 0.0646 -4.3352
H -2.1783 -0.6071 -2.0095
F -2.4205 1.3967 -1.1353
Sb -4.2545 1.6747 -1.6878
F -3.9461 3.5336 -1.6749
F -4.7483 1.7054 0.1360
F -6.0343 1.8662 -2.2613
F -3.6384 1.5623 -3.4856
F -4.3915 -0.2274 -1.6868
```

The value obtained for the relative energy (zero: lowest compared OMol25 entry of this formula, charge and spin) is 13.4 kJ/mol. As for the total energy: -2436.3217 Ha. Its spin multiplicity is 2. The value obtained for the LUMO energy (alpha / beta) is -0.039 / -0.039 Eh. As for the net charge: 0. The calculation puts the frontier orbital gap (alpha / beta) at 0.26088 / 0.27472 Eh.